Computed, not measured: C28H28ClN5PRuS as an isolated structure in a non-equilibrium geometry, with ωB97M-V with the def2-TZVPD basis set.

Last column: natural (NBO) charge in e.
Cartesian coordinates (Å):
1 Ru -0.270 1.254 -0.475  0.9171
2 N -2.324 0.088 0.102  -0.8522
3 C -2.239 -1.181 0.818  0.1243
4 C -3.386 -1.906 1.100  -0.2139
5 C -3.293 -3.120 1.769  -0.1379
6 C -2.055 -3.613 2.158  -0.1719
7 C -0.905 -2.886 1.899  -0.1554
8 C -0.996 -1.674 1.219  -0.4089
9 P 0.458 -0.677 0.837  1.0222
10 C 0.917 -1.112 -0.884  -0.4470
11 C 2.117 -0.551 -1.363  -0.1773
12 C 2.652 -0.980 -2.567  -0.2241
13 C 1.998 -1.963 -3.299  -0.1421
14 C 0.797 -2.506 -2.842  -0.2241
15 C 0.247 -2.081 -1.644  -0.1413
16 C 1.863 -1.207 1.830  -0.4369
17 C 2.611 -2.328 1.462  -0.1845
18 C 3.664 -2.729 2.265  -0.1842
19 C 3.983 -2.014 3.415  -0.1353
20 C 3.244 -0.895 3.774  -0.2081
21 C 2.184 -0.487 2.982  -0.1146
22 H -2.911 -0.042 -0.716  0.4093
23 H -2.813 0.763 0.685  0.4047
24 H -4.358 -1.527 0.807  0.2385
25 H -4.196 -3.671 1.992  0.2563
26 H -1.987 -4.567 2.663  0.2569
27 H 0.060 -3.261 2.216  0.2470
28 H 2.664 0.152 -0.744  0.2452
29 H 3.593 -0.576 -2.918  0.2534
30 H 2.433 -2.331 -4.220  0.2552
31 H 0.314 -3.295 -3.404  0.2534
32 H -0.659 -2.542 -1.269  0.2351
33 H 2.368 -2.883 0.564  0.2253
34 H 4.238 -3.604 1.991  0.2500
35 H 4.813 -2.333 4.030  0.2523
36 H 3.497 -0.340 4.667  0.2463
37 H 1.606 0.389 3.253  0.1935
38 C 0.121 0.037 -5.911  -0.6852
39 C 0.824 0.954 -4.990  0.3797
40 N 1.918 1.593 -5.234  -0.1880
41 N 2.180 2.329 -4.127  -0.3201
42 C 1.277 2.158 -3.170  0.2481
43 S 1.191 2.836 -1.616  -0.0514
44 N 0.406 1.271 -3.698  -0.2202
45 N -0.731 0.856 -3.004  -0.6353
46 H 0.744 -0.114 -6.790  0.2966
47 H -0.829 0.460 -6.246  0.2651
48 H -0.068 -0.931 -5.444  0.2376
49 H 2.983 2.944 -4.114  0.4636
50 H -0.993 -0.066 -3.345  0.4167
51 H -1.491 1.499 -3.222  0.4030
52 Cl -3.422 4.357 0.534  0.1454
53 C -2.764 3.777 1.993  0.0391
54 C -3.453 3.994 3.168  -0.2508
55 C -2.946 3.508 4.366  0.0094
56 C -1.740 2.765 4.401  -0.1935
57 C -1.044 2.554 3.251  -0.1047
58 C -1.496 3.078 2.002  -0.0100
59 C -0.673 3.023 0.853  -0.5303
60 H -4.383 4.547 3.150  0.2767
61 H -3.483 3.703 5.286  0.2646
62 H -1.372 2.385 5.344  0.2637
63 H -0.103 2.020 3.266  0.2209
64 H 0.396 2.999 1.082  0.2628
65 H -0.975 3.703 0.060  0.2703

## Properties
- multiplicity = 5
- energy relative to the best compared isomer or geometry (same formula, charge and spin) (eV) = 0.867
- ⟨S²⟩ = 6.08
- HOMO (spin up / spin down) (eV) = -16.38 / -16.96
- frontier orbital gap (spin up / spin down) (eV) = 5.98 / 5.08
- net charge = +3
- LUMO (spin up / spin down) (eV) = -10.4 / -11.9

=====

Computed, not measured: a 10-piece molecular cluster, C22H64ClN2O20 overall in a non-equilibrium geometry, with ωB97M-V with the def2-TZVPD basis set.

Last column: Mulliken charge in e.
Cartesian coordinates (Å):
1 Cl 22.596 11.533 2.789  1.5945
2 O 22.006 12.309 1.763  -0.6669
3 O 23.150 12.425 3.775  -0.6278
4 O 21.560 10.623 3.278  -0.6584
5 O 23.599 10.790 2.051  -0.6384
6 C 17.646 7.647 -4.873  -0.7986
7 O 18.390 8.839 -5.217  -0.3315
8 C 18.196 9.898 -4.285  -0.6193
9 C 19.615 10.519 -4.240  -0.5739
10 N 20.627 9.686 -3.547  -0.1824
11 C 21.851 10.377 -3.251  -0.7159
12 C 22.660 10.359 -4.647  -0.7024
13 O 22.926 8.992 -5.080  -0.3292
14 C 22.899 8.968 -6.519  -0.6964
15 H 17.588 6.919 -5.682  0.2471
16 H 16.644 7.893 -4.520  0.3254
17 H 18.094 7.190 -3.991  0.3479
18 H 17.951 9.463 -3.316  0.3683
19 H 17.505 10.697 -4.554  0.3145
20 H 19.377 11.343 -3.568  0.3812
21 H 19.998 10.891 -5.191  0.3255
22 H 20.844 8.919 -4.167  0.2371
23 H 22.375 9.812 -2.480  0.3228
24 H 21.664 11.392 -2.901  0.3730
25 H 23.633 10.810 -4.449  0.4889
26 H 22.251 11.080 -5.355  0.4080
27 H 23.441 9.808 -6.953  0.3048
28 H 21.870 9.029 -6.871  0.2768
29 H 23.316 8.044 -6.920  0.2617
30 C 28.284 3.171 3.481  -0.7007
31 O 29.357 4.126 3.621  -0.3624
32 C 28.963 5.421 4.030  -0.1858
33 C 30.175 6.203 4.442  -0.7082
34 N 29.839 7.548 4.746  -0.3029
35 C 29.730 8.573 3.633  -0.5952
36 C 28.627 9.646 3.896  -0.4602
37 O 28.969 10.626 4.897  -0.3221
38 C 28.088 11.726 5.064  -0.6203
39 H 28.749 2.190 3.387  0.2344
40 H 27.672 3.418 2.613  0.2827
41 H 27.553 3.219 4.287  0.3144
42 H 28.157 5.418 4.763  0.2373
43 H 28.534 5.946 3.176  0.2703
44 H 30.966 6.088 3.701  0.3431
45 H 30.522 5.780 5.385  0.3183
46 H 28.919 7.550 5.165  0.0988
47 H 29.554 8.070 2.682  0.3874
48 H 30.755 8.931 3.537  0.3534
49 H 27.782 9.033 4.208  0.2783
50 H 28.389 10.136 2.952  0.3695
51 H 27.156 11.419 5.538  0.1886
52 H 27.662 12.114 4.139  0.3098
53 H 28.556 12.490 5.686  0.2685
54 O 26.522 11.517 -1.317  -0.6420
55 H 25.919 11.738 -0.608  0.3306
56 H 26.829 12.363 -1.644  0.3104
57 O 19.645 8.689 0.005  -0.6787
58 H 19.863 9.133 -0.814  0.3057
59 H 20.103 9.193 0.679  0.3320
60 C 18.865 14.925 5.876  -0.3247
61 C 17.847 15.443 6.867  -0.4482
62 O 17.965 16.867 6.994  -0.4893
63 O 20.243 14.967 6.274  -0.5550
64 H 18.696 15.522 4.980  0.2526
65 H 18.738 13.874 5.617  0.3203
66 H 18.032 15.106 7.887  0.3407
67 H 16.833 15.117 6.634  0.2510
68 H 17.819 16.879 7.943  0.3383
69 H 20.780 14.621 5.558  0.3139
70 C 23.596 5.124 1.835  -0.2900
71 C 22.301 5.044 0.953  -0.3559
72 O 22.156 3.787 0.319  -0.5194
73 O 23.400 4.238 2.982  -0.5594
74 H 23.763 6.179 2.051  0.2748
75 H 24.470 4.749 1.303  0.2401
76 H 22.257 5.817 0.186  0.2943
77 H 21.347 5.177 1.463  0.2749
78 H 22.232 3.141 1.025  0.3177
79 H 22.673 4.507 3.548  0.3228
80 C 16.016 12.740 0.999  -0.4840
81 C 16.686 11.805 1.968  -0.2612
82 O 16.214 12.017 3.293  -0.5346
83 O 14.619 12.730 0.901  -0.5257
84 H 16.428 12.508 0.017  0.3044
85 H 16.415 13.726 1.234  0.2875
86 H 17.765 11.957 1.934  0.3087
87 H 16.484 10.774 1.680  0.2929
88 H 16.428 11.219 3.783  0.2990
89 H 14.214 12.903 1.754  0.3144
90 C 25.281 7.284 7.072  -0.3681
91 C 24.375 8.456 7.196  -0.2469
92 O 24.508 9.119 8.439  -0.5576
93 O 26.623 7.630 7.227  -0.4903
94 H 25.179 6.820 6.091  0.2401
95 H 25.194 6.498 7.822  0.3208
96 H 23.347 8.207 6.929  0.3234
97 H 24.628 9.261 6.506  0.1903
98 H 23.984 9.915 8.321  0.3253
99 H 26.724 8.022 8.097  0.2708
100 C 20.125 17.455 -1.528  -0.4191
101 C 20.012 16.013 -1.960  -0.2717
102 O 20.170 16.019 -3.403  -0.5415
103 O 21.444 18.082 -1.495  -0.5101
104 H 19.813 17.479 -0.484  0.2747
105 H 19.401 18.063 -2.071  0.3109
106 H 19.053 15.625 -1.620  0.2638
107 H 20.835 15.442 -1.531  0.2784
108 H 21.110 15.961 -3.585  0.3000
109 H 21.342 18.899 -1.989  0.3141

## Properties
- HOMO (eV) = -6.32
- frontier orbital gap (eV) = 8.43
- net charge = -1
- LUMO (eV) = 2.1

=====

Computed, not measured: C8H18IOP as an isolated structure in a non-equilibrium geometry, with ωB97M-V with the def2-TZVPD basis set.

Last column: natural (NBO) charge in e.
Cartesian coordinates (Å):
1 C 2.241 0.377 3.541  -0.6214
2 C -1.339 -1.958 -3.130  -0.7128
3 C 1.394 1.074 2.485  -0.4269
4 C -0.194 0.137 -0.398  -0.4361
5 C -0.662 0.792 0.889  -0.4168
6 C -1.174 0.547 -1.534  -0.3285
7 C 0.045 0.287 2.169  0.1129
8 C -0.979 -0.477 -3.152  -0.3679
9 O -0.952 0.710 3.201  -0.7332
10 P 0.806 -0.106 -3.723  0.3127
11 I -2.285 0.630 -4.487  0.0773
12 H 2.072 0.544 4.618  0.2099
13 H 2.298 -0.633 3.432  0.1951
14 H 3.305 0.776 3.594  0.2134
15 H -0.486 -2.553 -2.514  0.2247
16 H -2.336 -1.945 -2.647  0.2198
17 H -1.479 -2.426 -4.127  0.2374
18 H 1.239 2.031 2.949  0.2219
19 H 1.859 1.112 1.550  0.1988
20 H 0.731 0.499 -0.632  0.2034
21 H -0.207 -0.972 -0.212  0.2036
22 H -0.667 1.889 0.839  0.2117
23 H -1.718 0.580 1.073  0.2229
24 H -2.275 0.313 -1.376  0.2114
25 H -1.022 1.529 -1.813  0.1978
26 H 0.265 -0.800 2.137  0.1668
27 H -0.664 0.174 4.001  0.4644
28 H 1.012 -1.452 -4.281  -0.0268
29 H 1.171 -0.677 -2.452  -0.0356

## Properties
- energy relative to the best compared isomer or geometry (same formula, charge and spin) (eV) = 1.742
- HOMO (eV) = -9.06
- frontier orbital gap (eV) = 9.66
- net charge = 0
- LUMO (eV) = 0.6

=====

no.,DFT total energy (eV)
1,-72141.454
2,-80291.091
3,-28021.834